Record 1
The molecule C5H11Cl. Source: OMol25; level of theory: ωB97M-V/def2-TZVPD.

```
17
Properties=species:S:1:pos:R:3
C 0.24 1.40 -0.56
C -0.05 0.00 -0.03
C -1.41 -0.66 -0.45
C -0.04 0.07 1.44
C 1.17 -0.89 -0.44
H -0.26 2.24 0.20
H 1.45 1.52 -0.49
H 0.00 1.44 -1.68
H -1.51 -1.80 -0.20
H -1.78 -0.36 -1.58
H -2.23 -0.09 0.05
H -0.84 0.99 1.65
H -0.45 -0.97 1.72
H 1.00 0.13 1.95
H 1.09 -1.89 0.01
H 0.96 -1.03 -1.59
Cl 2.66 -0.10 -0.01
```

Its HOMO energy is -10.36 eV. The lowest unoccupied orbital energy comes out at 0.8 eV. Its multiplicity is 1. For the energy above the lowest of the compared OMol25 structures with the same formula, charge and spin, the calculation gives 53.4 kcal/mol. The total energy is -17883.7277 eV.

***

Record 2
A structure of composition C4H6N2O2RuSSe2Te2. Source: OMol25; level of theory: ωB97M-V/def2-TZVPD.

```
20
Properties=species:S:1:pos:R:3
Ru -0.72 0.34 -0.93
Se -2.30 -2.75 1.21
Te -2.28 -1.77 -0.98
Te -3.31 1.00 -0.87
Se -1.46 2.66 -0.63
N -0.76 0.29 1.15
C 0.50 0.48 1.88
C 1.57 -0.42 1.28
C 2.07 0.25 0.01
O 3.13 0.84 -0.01
O 1.24 0.19 -1.01
H -1.45 0.98 1.44
H -1.15 -0.63 1.39
H 0.35 0.27 2.94
H 0.80 1.53 1.78
H 1.14 -1.40 1.06
H 2.40 -0.55 1.97
S 0.86 -1.09 -4.94
C 0.02 -0.36 -3.78
N -0.65 0.16 -2.96
```

Its HOMO energy (alpha / beta) is -4.71 / -4.70 eV. The lowest unoccupied orbital energy (alpha / beta) comes out at 1.0 / 0.7 eV. Its multiplicity is 2. For the energy above the lowest of the compared OMol25 structures with the same formula, charge and spin, the calculation gives 15.3 kcal/mol. The total energy is -170020.9398 eV. As for the total charge: -1.

***

Record 3
A cluster of 2 separate species, C15H25FN9O5 in total. Source: OMol25; level of theory: ωB97M-V/def2-TZVPD.

```
55
Properties=species:S:1:pos:R:3
C -0.82 -1.36 -5.03
C -1.02 -1.74 -3.57
O -1.97 -2.34 -3.22
N 0.00 -1.40 -2.62
C 1.02 -0.43 -3.11
C -0.55 -1.07 -1.38
N -0.11 -1.72 -0.31
C -0.82 -1.14 0.71
N -0.66 -1.57 1.95
C -1.36 -1.15 3.17
C -0.65 0.02 3.94
C 0.87 -0.15 3.98
N 1.33 -1.41 4.52
O 1.66 0.66 3.64
N -1.66 -0.18 0.30
C -2.59 0.73 0.94
C -3.96 0.04 1.10
N -5.04 0.63 0.87
N -1.46 -0.16 -1.06
C -2.13 0.70 -2.03
O -1.50 1.43 -2.67
N -3.55 0.70 -2.14
C -4.00 0.24 -3.40
O -3.40 0.13 -4.36
F -5.28 -0.11 -3.41
H -1.45 -2.00 -5.66
H 0.21 -1.52 -5.39
H -1.10 -0.32 -5.24
H 1.73 -0.25 -2.29
H 0.60 0.51 -3.50
H 1.60 -0.90 -3.91
H 0.01 -2.32 2.06
H -1.31 -2.00 3.87
H -2.42 -0.93 3.01
H -0.98 -0.08 4.99
H -0.97 1.02 3.61
H 1.71 -1.97 3.75
H 2.06 -1.26 5.20
H -2.28 1.02 1.95
H -2.70 1.68 0.39
H -3.97 -1.03 1.40
H -5.79 -0.04 1.04
H -3.98 0.10 -1.44
C 4.21 0.72 -0.18
O 4.33 0.79 -1.39
N 4.67 1.63 0.69
C 4.48 1.49 2.12
C 5.37 2.80 0.18
H 3.70 -0.12 0.31
H 3.91 2.34 2.50
H 5.46 1.46 2.61
H 3.94 0.57 2.35
H 4.71 3.36 -0.49
H 6.25 2.48 -0.38
H 5.67 3.44 1.01
```

Its HOMO energy is -11.31 eV. The lowest unoccupied orbital energy comes out at -3.4 eV. Its multiplicity is 1. The total energy is -42318.8919 eV. As for the total charge: +1.

***

Record 4
A cluster of 7 separate species, C7H29NO7 in total. Source: OMol25; level of theory: ωB97M-V/def2-TZVPD.

```
44
Properties=species:S:1:pos:R:3
C -3.56 -1.17 1.52
O -2.35 -0.41 1.21
H -3.59 -2.13 0.99
H -3.55 -1.50 2.56
H -4.52 -0.64 1.39
H -2.07 -0.58 0.30
C 2.49 -0.22 -4.06
O 1.64 -1.11 -3.42
H 2.69 -0.48 -5.10
H 2.10 0.82 -4.22
H 3.52 -0.18 -3.67
H 1.76 -1.09 -2.40
C -0.45 -2.99 1.71
O -0.21 -3.23 0.28
H -0.79 -3.88 2.13
H 0.50 -2.70 2.08
H -1.27 -2.26 1.83
H -1.08 -3.17 -0.23
C -0.55 2.31 2.31
C 0.06 1.64 1.06
C 1.01 2.53 0.25
O 2.11 2.99 1.02
C 2.95 3.87 0.32
N 0.82 0.34 1.40
H 0.17 2.89 2.96
H -1.12 1.55 2.86
H -1.15 3.13 1.90
H -0.76 1.28 0.38
H 0.47 3.41 -0.07
H 1.38 2.02 -0.67
H 3.79 4.17 1.00
H 2.35 4.79 0.01
H 3.47 3.38 -0.52
H 0.14 -0.21 1.94
H 1.49 0.70 2.02
O 1.45 -1.24 -0.78
H 1.05 -2.10 -0.73
H 1.20 -0.67 0.03
O -2.66 -3.05 -1.07
H -2.32 -2.26 -1.47
H -3.57 -3.11 -1.31
O -1.34 -0.51 -1.70
H -0.48 -0.72 -1.37
H -1.21 -0.20 -2.63
```

Its HOMO energy is -9.49 eV. The lowest unoccupied orbital energy comes out at 0.5 eV. Its multiplicity is 1. For the energy above the lowest of the compared OMol25 structures with the same formula, charge and spin, the calculation gives 55.7 kcal/mol. The total energy is -23550.3813 eV.

***

Record 5
A cluster of 2 separate species, C13H12O in total. Source: OMol25; level of theory: ωB97M-V/def2-TZVPD.

```
26
Properties=species:S:1:pos:R:3
C -0.42 3.24 -1.22
C -0.39 2.31 -0.45
C -2.74 -1.06 -1.07
C 2.64 -1.89 -0.39
C -1.86 0.01 -1.13
C 1.23 -1.20 -0.29
C -2.93 -1.46 0.24
C 3.51 -0.99 0.01
C -1.25 0.17 0.11
C 1.44 0.03 0.15
C -2.03 -0.67 1.14
C 2.91 0.31 0.42
C -0.28 1.25 0.44
O -0.24 1.61 1.82
H -0.62 4.16 -1.73
H -3.28 -1.36 -1.94
H 2.81 -2.99 -0.67
H -1.84 0.62 -2.12
H 0.50 -1.58 -0.83
H -3.63 -2.17 0.71
H 4.61 -1.16 0.04
H -2.71 -0.03 1.79
H -1.33 -1.19 1.79
H 3.09 0.50 1.44
H 3.40 1.01 -0.18
H -0.59 2.54 1.92
```

Its HOMO energy is -7.81 eV. The lowest unoccupied orbital energy comes out at 0.4 eV. Its multiplicity is 1. For the energy above the lowest of the compared OMol25 structures with the same formula, charge and spin, the calculation gives 123.4 kcal/mol. The total energy is -15715.4886 eV.

***

Record 6
A cluster of 2 separate species, C2H2O2S in total. Source: OMol25; level of theory: ωB97M-V/def2-TZVPD.

```
7
Properties=species:S:1:pos:R:3
C -0.06 -0.86 -0.59
C 0.79 0.15 0.04
O -0.40 -1.93 -0.90
O -0.58 0.39 -0.42
S -2.31 1.63 1.35
H 0.99 0.10 1.11
H 1.55 0.53 -0.60
```

Its HOMO energy (alpha / beta) is -9.83 / -9.83 eV. The lowest unoccupied orbital energy (alpha / beta) comes out at -2.4 / -2.4 eV. Its multiplicity is 1. For the energy above the lowest of the compared OMol25 structures with the same formula, charge and spin, the calculation gives 96.4 kcal/mol. The total energy is -17031.8462 eV.